A cluster of 11 separate species, C24H32Cl20N2 in total at a distorted geometry, computed with ωB97M-V with the def2-TZVPD basis set.

```
78
Properties=species:S:1:pos:R:3
H 2.8237 -1.0866 5.7331
H 8.1238 0.7075 -0.8860
H 5.3956 -0.2672 1.2579
H 7.7112 -0.9624 -2.9072
H -0.7605 3.4096 -3.8555
Cl 2.5085 4.4916 -5.1758
H 0.2890 3.4242 -2.4137
H -3.4301 3.5007 -1.9617
H -1.1886 -5.2954 5.4652
H 4.9381 -1.9832 1.1642
Cl 1.7209 -2.7158 0.3523
H 0.0070 0.9805 -2.2237
H 3.3613 -2.7582 5.4593
H -6.4449 -3.5419 4.2354
Cl 4.1367 -0.7490 -0.6711
H -0.2958 4.7957 -0.3568
H -0.8887 -1.8325 -2.0697
C 1.4825 5.8510 -4.7046
H 1.3506 5.8343 -3.6270
Cl -9.6086 -0.2774 -3.4401
Cl 1.1811 -4.4472 2.6328
H 2.0685 -5.0779 0.5438
Cl -0.1074 5.7598 -5.4716
Cl 8.4249 0.6058 -4.5120
Cl 6.9008 -1.5160 -0.0592
Cl -1.1497 -4.5621 7.7018
C 8.4951 -0.9406 -3.6581
C 3.3400 -1.7533 5.0504
C 5.3021 -1.1275 0.6033
C -1.0395 1.0767 -1.9233
C -1.3150 4.8524 -2.2396
C -0.9654 -1.2757 -1.1205
N -5.0319 1.7420 -0.9424
C -3.1384 0.2085 -0.9819
H -0.2803 -6.4023 6.5196
H -8.1709 1.3815 -2.5923
H 0.3529 -4.6272 0.4277
Cl -5.4104 -2.6003 2.3428
C -5.6714 0.7207 -0.4198
Cl 8.2654 -2.3029 -4.7596
C -1.7457 0.0520 -1.3571
H -6.7368 0.8337 -0.1850
C -0.4732 -5.3625 6.2785
H -4.7027 -3.2802 4.4799
C -1.9672 -0.1692 2.7570
H 1.9635 6.7753 -5.0060
C -1.1664 5.1249 -0.9368
C 1.5343 -0.4668 -0.4944
H -9.8634 1.9241 -2.6501
Cl 2.4737 -1.7806 3.5135
C 1.3099 -4.3718 0.8711
C -0.7646 3.4798 -2.7531
Cl -1.8348 -1.8704 3.2234
Cl -5.1516 -5.3167 3.3888
Cl -9.3889 0.7018 -0.6953
C -2.9484 2.5304 -1.7979
C -9.2028 1.0983 -2.4095
H -5.7124 -1.3474 0.2328
H -2.7562 0.2997 3.3359
N -3.7999 -0.8667 -0.4377
H -1.4799 -1.8711 -0.3496
Cl 1.0397 -4.6072 5.7656
C 8.1682 1.7880 -0.9662
C -5.0582 -0.5495 -0.1789
H 7.3821 2.1450 -1.6238
C -5.4619 -3.6224 3.7838
C 0.4222 -0.9112 -0.6438
H 9.4672 -1.0332 -3.1842
C -3.7209 1.4790 -1.2165
H -2.2015 -0.1149 1.6981
Cl 7.9298 2.4853 0.6410
H 2.2924 0.2661 -0.3577
H -1.8219 5.5441 -2.9236
Cl -0.4505 0.6682 3.0380
Cl 9.7321 2.2426 -1.6497
H -1.9528 5.6718 -0.3981
Cl 5.0060 -1.1853 4.8478
C -1.6406 2.3770 -2.1571
```

Values from the calculation:
**Orbital gap**: 8.235 eV
**Spin multiplicity**: 1
**HOMO**: -8.7 eV

These are the Mulliken partial charges, in e, on atoms 1 to 8:
1. H 0.330
2. H -0.113
3. H 0.244
4. H -0.047
5. H 0.309
6. Cl -0.153
7. H 0.329
8. H 0.562